Record 1
68
Properties=species:S:1:pos:R:3 method="wB97M-V/def2-TZVPD" de_lowest_kj_mol=0.0 lumo_ha=0.0129 spin_multiplicity=1
Na -39.31 8.73 4.88
C -39.44 11.19 6.94
O -38.98 10.92 5.67
H -38.61 11.43 7.62
H -40.09 12.10 6.97
H -40.09 10.40 7.37
C -36.33 7.39 5.54
O -37.55 7.73 6.13
C -37.93 6.76 7.06
C -39.35 6.98 7.55
N -40.31 7.11 6.45
C -41.66 7.35 6.98
C -42.68 7.44 5.88
O -42.83 6.16 5.29
C -43.99 6.09 4.47
H -36.41 6.41 5.04
H -35.52 7.27 6.27
H -36.09 8.13 4.78
H -37.28 6.78 7.95
H -37.87 5.76 6.60
H -39.37 7.91 8.12
H -39.60 6.16 8.24
H -40.36 6.17 6.05
H -41.69 8.23 7.63
H -41.98 6.52 7.64
H -42.33 8.17 5.13
H -43.63 7.85 6.25
H -44.06 6.97 3.82
H -44.89 6.08 5.09
H -43.92 5.16 3.90
C -42.05 5.74 -0.58
O -41.17 6.42 0.30
C -41.87 7.23 1.20
C -40.93 7.99 2.13
N -40.40 7.24 3.28
C -39.56 6.08 2.89
C -40.02 4.75 3.38
O -39.91 4.66 4.78
C -40.41 3.44 5.26
H -42.77 5.16 0.02
H -41.50 5.07 -1.23
H -42.59 6.47 -1.19
H -42.60 6.66 1.79
H -42.42 7.98 0.61
H -41.50 8.83 2.54
H -40.09 8.39 1.57
H -41.16 6.88 3.85
H -38.57 6.23 3.35
H -39.42 6.05 1.82
H -39.46 3.95 2.88
H -41.09 4.61 3.15
H -39.90 2.59 4.81
H -41.48 3.34 5.02
H -40.30 3.45 6.34
C -37.36 10.26 2.73
O -37.95 9.20 2.94
N -37.34 11.24 3.69
N -36.64 10.50 1.56
H -37.97 11.12 4.50
H -36.85 12.10 3.55
H -36.39 9.69 1.02
H -35.93 11.21 1.59
C -42.61 10.93 5.40
O -41.54 10.37 4.67
H -42.33 11.05 6.45
H -42.88 11.92 5.01
H -43.48 10.28 5.38
H -40.70 10.88 4.76

---

Record 2
63
Properties=species:S:1:pos:R:3 method="wB97M-V/def2-TZVPD" de_lowest_kj_mol=1041.5 lumo_ha=0.0095 spin_multiplicity=1
C 31.68 16.11 54.65
C 31.74 17.58 54.88
O 31.32 18.07 55.91
N 32.10 18.44 53.65
H 32.00 17.80 52.74
H 31.52 19.20 53.52
C 33.45 18.97 53.97
H 31.45 15.59 55.48
H 32.59 15.77 54.11
H 30.85 15.81 53.88
H 34.09 18.03 54.01
H 33.51 19.60 54.60
H 33.90 19.64 53.11
O 31.92 16.97 51.55
H 31.71 17.27 50.66
C 30.04 14.66 49.52
C 29.64 14.46 50.92
C 28.99 13.08 51.04
O 30.86 14.58 51.57
H 30.79 15.59 49.77
H 29.10 14.71 48.82
H 30.54 13.98 49.41
H 28.90 15.24 51.52
H 29.59 12.34 50.64
H 28.05 12.93 50.58
H 28.89 12.64 51.84
H 31.14 15.45 51.56
C 35.81 15.22 50.90
C 34.71 15.03 51.96
C 34.85 13.92 53.05
O 34.35 16.27 52.57
H 36.76 15.64 51.48
H 35.25 15.91 50.08
H 35.99 14.17 50.71
H 33.84 14.77 51.25
H 34.64 13.06 52.30
H 34.30 14.08 53.80
H 35.89 14.28 53.29
H 33.59 16.46 52.20
C 28.74 18.08 49.67
C 28.78 18.71 50.96
C 27.63 19.50 51.33
O 29.28 17.76 51.96
H 29.63 17.73 49.28
H 28.18 18.68 49.08
H 28.09 17.23 49.87
H 29.50 19.56 50.92
H 27.50 20.02 52.24
H 26.68 18.98 51.31
H 27.17 20.26 50.74
H 30.17 17.76 51.82
C 32.11 19.10 48.04
C 33.04 19.71 49.10
C 33.26 21.15 49.08
O 32.29 19.53 50.37
H 31.62 18.08 48.29
H 32.68 19.23 47.01
H 31.21 19.62 47.82
H 34.00 19.26 48.85
H 32.28 21.86 49.27
H 33.62 21.53 47.92
H 34.08 21.33 49.79
H 32.32 18.50 50.67

---

Record 3
66
Properties=species:S:1:pos:R:3 method="wB97M-V/def2-TZVPD" smiles=COCCNCCOC.CC(C)O.OCCO.OCCO.OCCO lumo_ha=0.0205 spin_multiplicity=1
C 2.80 1.76 1.75
O 1.60 2.30 1.23
C 1.78 3.43 0.37
C 0.38 3.87 0.01
N -0.26 3.03 -0.99
C 0.07 3.41 -2.37
C -0.56 2.42 -3.33
O -0.08 1.13 -3.03
C -0.44 0.17 -4.00
H 3.37 1.24 0.97
H 2.49 1.02 2.49
H 3.38 2.56 2.22
H 2.30 3.08 -0.53
H 2.31 4.21 0.94
H 0.40 4.91 -0.34
H -0.24 3.88 0.90
H 0.08 2.07 -0.95
H 1.15 3.49 -2.54
H -0.39 4.38 -2.60
H -0.31 2.74 -4.35
H -1.65 2.45 -3.23
H -0.04 0.44 -4.98
H -1.53 0.05 -4.08
H -0.09 -0.79 -3.63
C 1.48 -2.62 3.20
C 0.91 -3.92 3.71
C 1.92 -5.05 3.77
O 0.36 -3.65 5.06
H 2.57 -2.62 3.27
H 1.16 -1.76 3.79
H 1.24 -2.43 2.15
H 0.01 -4.23 3.17
H 2.82 -4.68 4.25
H 2.14 -5.34 2.74
H 1.49 -5.89 4.31
H 0.83 -4.23 5.67
O -1.92 0.28 0.64
C -0.80 -0.42 1.10
C 0.28 -0.66 0.03
O 0.00 -1.79 -0.79
H -1.66 1.18 0.40
H -0.32 0.08 1.95
H -1.08 -1.41 1.49
H 1.22 -0.86 0.54
H 0.36 0.30 -0.48
H -0.75 -1.53 -1.33
O -3.07 3.69 -1.07
C -3.04 5.11 -0.92
C -3.66 5.77 -2.13
O -3.00 5.38 -3.31
H -2.17 3.39 -1.25
H -3.55 5.33 0.02
H -2.00 5.44 -0.87
H -3.59 6.86 -1.97
H -4.73 5.56 -2.19
H -3.36 4.51 -3.53
O 0.23 -7.34 0.47
C -0.50 -6.17 -0.01
C 0.47 -5.22 -0.60
O 1.46 -4.87 0.36
H 1.08 -7.03 0.80
H -1.18 -6.56 -0.76
H -1.04 -5.78 0.86
H 0.04 -4.28 -0.98
H 0.89 -5.70 -1.50
H 1.93 -4.10 0.00

---

Record 4
66
Properties=species:S:1:pos:R:3 method="wB97M-V/def2-TZVPD" smiles=COCCNCCOC.COCCNCCOC.CO.CO.CO de_lowest_kj_mol=965.5 lumo_ha=0.0200 spin_multiplicity=1
C -0.91 1.70 0.17
O -1.53 2.45 -0.80
C -2.58 1.70 -1.49
C -3.36 2.68 -2.35
N -4.33 1.98 -3.10
C -5.37 2.96 -3.58
C -6.34 2.21 -4.47
O -7.07 3.25 -5.18
C -7.70 2.76 -6.39
H -1.57 1.54 0.79
H -0.22 2.41 0.52
H -0.50 0.75 -0.30
H -3.16 1.36 -0.66
H -2.25 0.85 -2.08
H -2.62 3.11 -3.02
H -3.77 3.68 -1.97
H -4.81 1.44 -2.21
H -4.93 3.81 -4.10
H -6.08 3.30 -2.87
H -6.84 1.44 -4.01
H -5.74 1.57 -5.21
H -8.44 3.59 -6.67
H -8.42 1.71 -6.11
H -7.01 2.84 -7.19
C 7.13 -2.44 2.88
O 5.80 -2.72 3.34
C 4.78 -2.44 2.29
C 3.44 -2.65 2.90
N 2.41 -2.51 1.89
C 1.05 -2.61 2.49
C 0.06 -2.35 1.31
O -1.22 -2.43 1.87
C -2.19 -2.05 0.84
H 7.81 -2.72 3.66
H 7.56 -1.48 2.72
H 7.31 -2.94 2.04
H 4.89 -3.27 1.38
H 5.02 -1.35 2.12
H 3.10 -2.02 3.68
H 3.45 -3.63 3.37
H 2.66 -3.41 1.15
H 1.05 -1.68 3.29
H 1.07 -3.43 3.25
H 0.17 -3.35 0.78
H 0.39 -1.53 0.66
H -3.15 -1.53 1.13
H -2.39 -2.94 0.07
H -1.69 -1.20 0.60
C 5.87 -0.31 -1.52
O 4.80 -0.95 -2.07
H 5.67 0.51 -1.28
H 6.89 -0.46 -1.99
H 5.90 -0.79 -0.57
H 3.97 -0.73 -1.60
C -0.92 0.23 4.12
O 0.09 1.05 3.48
H -1.41 0.97 4.74
H -0.37 -0.50 4.66
H -1.67 -0.25 3.35
H 0.79 1.07 4.15
C 2.92 0.97 1.31
O 2.94 -0.14 0.43
H 4.00 1.43 1.33
H 2.64 0.73 2.28
H 2.18 1.72 0.98
H 2.76 -0.94 0.82